No. 1
ORCA calculation (wB97M-V/def2-TZVPD) on a 2-piece molecular cluster, C5H6NP overall at a distorted geometry.

ORCA input file:
```
! RIJCOSX wB97M-V def2-TZVPD def2/J DEFGRID3
* xyz 0 1
C -1.0000 -0.9843 -0.0890
C -1.2437 0.4001 0.3932
C -0.0592 -0.9306 -1.0192
C -0.5776 1.2377 -0.4292
C 0.3812 0.4235 -1.1775
N 1.9836 0.1253 0.3636
P 1.2110 -0.2230 1.6485
H -1.6368 -1.7107 0.4013
H -1.9837 0.4978 1.1811
H 0.2857 -1.7552 -1.5369
H -0.5692 2.2497 -0.4121
H 1.0704 0.6728 -1.9003
H 2.1383 -0.0030 2.5765
*
```

Summary:
Highest occupied orbital energy (spin up / spin down) (eV): -8.40 / -8.44
LUMO (spin up / spin down) (eV): -0.9 / -1.1
E_tot (a.u.): -590.03758
Energy relative to the best compared isomer or geometry (same formula, charge and spin) (kJ/mol): 432.7
Orbital gap (spin up / spin down) (eV): 7.5 / 7.4


No. 2
ORCA calculation (wB97M-V/def2-TZVPD) on C5H6NP as an isolated structure at a distorted geometry.

ORCA input file:
```
! RIJCOSX wB97M-V def2-TZVPD def2/J DEFGRID3
* xyz 0 1
C -1.1007 -0.5912 -0.9443
C -0.9377 -0.4943 0.3691
C 1.1397 1.0542 0.2940
C 1.5724 1.0928 -0.9795
C 0.3097 0.0217 1.0178
N 0.8639 -1.0044 -2.9853
P 0.6025 -0.1589 -1.7224
H -2.0633 -0.8796 -1.2811
H -1.6554 -0.8407 1.0014
H 1.4181 1.9549 0.9672
H -0.0074 0.4115 2.0196
H 1.0340 -0.7580 1.2523
H 1.8098 -0.7308 -3.2217
*
```

Summary:
Highest occupied orbital energy (spin up / spin down) (eV): -8.49 / -8.48
LUMO (spin up / spin down) (eV): -0.5 / -0.5
E_tot (a.u.): -590.06319
Energy relative to the best compared isomer or geometry (same formula, charge and spin) (kJ/mol): 365.4
Orbital gap (spin up / spin down) (eV): 8.0 / 8.0


No. 3
ORCA calculation (wB97M-V/def2-TZVPD) on one molecule with the formula C5H6NP at a distorted geometry.

ORCA input file:
```
! RIJCOSX wB97M-V def2-TZVPD def2/J DEFGRID3
* xyz 0 1
H -1.6384 2.4070 0.5101
N -0.5803 2.0761 0.3101
C -0.6072 0.9473 -0.2235
C -1.4859 -0.2080 -0.3085
P -2.9953 -0.7187 0.0845
H -3.4378 0.5300 0.4565
C 0.0155 -0.3226 -0.6359
C 1.1179 -0.8069 0.3022
C 2.4686 -0.8532 0.0753
H 0.3212 -0.2558 -1.6773
H 0.8698 -1.2694 1.1882
H 3.1755 -1.1803 0.8146
H 2.7764 -0.3455 -0.8963
*
```

Summary:
Highest occupied orbital energy (eV): -8.96
LUMO (eV): -0.8
SMILES: [H]/N=C1\C(=P/[H])[C@@H]1C=C
E_tot (a.u.): -590.05456
Energy relative to the best compared isomer or geometry (same formula, charge and spin) (kJ/mol): 388.1
Orbital gap (eV): 8.2


No. 4
ORCA calculation (wB97M-V/def2-TZVPD) on one molecule with the formula C5H6O at a distorted geometry.

ORCA input file:
```
! RIJCOSX wB97M-V def2-TZVPD def2/J DEFGRID3
* xyz 0 1
C -1.4822 0.6124 -0.4495
C -0.9672 -0.5767 -0.6978
C 0.5344 -0.6512 -0.6996
C 0.8652 -0.2198 0.7278
O 0.0350 0.8082 1.2174
C -0.8553 1.4391 0.3659
H -1.5673 -1.4655 -0.7532
H 0.9150 -1.6547 -0.8823
H 0.9705 0.0275 -1.4345
H 1.8711 0.1581 0.8351
H 0.7546 -1.0344 1.4324
H -0.9685 2.4913 0.5619
*
```

Summary:
Highest occupied orbital energy (spin up / spin down) (eV): -8.66 / -8.65
LUMO (spin up / spin down) (eV): 0.2 / 0.2
SMILES: C1=CCCOC=1
E_tot (a.u.): -269.22814
Energy relative to the best compared isomer or geometry (same formula, charge and spin) (kJ/mol): 310.1
Orbital gap (spin up / spin down) (eV): 8.8 / 8.8


No. 5
ORCA calculation (wB97M-V/def2-TZVPD) on one molecule with the formula C5H6O.

ORCA input file:
```
! RIJCOSX wB97M-V def2-TZVPD def2/J DEFGRID3
* xyz 0 1
C -2.0971 -1.1031 0.8897
C -1.1751 -0.5360 0.3602
C 0.1043 -0.0302 -0.1300
C 0.8413 0.8654 0.8396
C 0.4184 -0.0316 -1.5665
O 0.8925 -1.0640 -0.7241
H -2.8930 -1.6389 1.3625
H 0.8878 0.3679 1.8119
H 0.3254 1.8223 0.9699
H 1.8589 1.0392 0.4796
H 1.1953 0.6357 -1.9395
H -0.3403 -0.3262 -2.2879
*
```

Summary:
Highest occupied orbital energy (eV): -9.99
LUMO (eV): 1.0
SMILES: C#C[C@]1(C)CO1
E_tot (a.u.): -269.24570
Energy relative to the best compared isomer or geometry (same formula, charge and spin) (kJ/mol): 264.0
Orbital gap (eV): 11.0


No. 6
ORCA calculation (wB97M-V/def2-TZVPD) on a 2-piece molecular cluster, C5H6O overall at a distorted geometry.

ORCA input file:
```
! RIJCOSX wB97M-V def2-TZVPD def2/J DEFGRID3
* xyz 0 1
C -0.6216 2.5277 -0.2967
C -0.6470 1.3152 -0.3262
C -1.2802 -0.9437 0.9208
C -0.6343 -0.0957 -0.0433
C 1.8156 -0.7094 -0.5245
O -1.3830 -1.1195 -0.5177
H -0.1478 3.3750 -0.4571
H -0.7531 -1.7022 1.3334
H -2.1955 -0.5469 1.4071
H 2.2970 0.0389 -1.0927
H 1.5840 -1.6457 -0.9291
H 1.9658 -0.4937 0.5260
*
```

Summary:
Highest occupied orbital energy (spin up / spin down) (eV): -8.09 / -8.53
LUMO (spin up / spin down) (eV): 0.3 / -0.1
E_tot (a.u.): -269.08948
Energy relative to the best compared isomer or geometry (same formula, charge and spin) (kJ/mol): 674.1
Orbital gap (spin up / spin down) (eV): 8.4 / 8.4


No. 7
ORCA calculation (wB97M-V/def2-TZVPD) on one molecule with the formula C5H6O.

ORCA input file:
```
! RIJCOSX wB97M-V def2-TZVPD def2/J DEFGRID3
* xyz 0 1
C 2.2164 1.0802 -1.2326
C 1.0303 0.8923 -0.7322
C -0.1565 0.6318 -0.2390
C -0.3219 -0.4427 0.7899
C -1.6889 -1.0874 0.8466
O 0.5902 -0.7968 1.5058
H 2.5534 0.5005 -2.0881
H 2.9038 1.8021 -0.8016
H -1.0392 1.1468 -0.6147
H -1.6606 -1.9320 1.5369
H -1.9849 -1.4305 -0.1514
H -2.4421 -0.3644 1.1806
*
```

Summary:
Highest occupied orbital energy (eV): -9.65
LUMO (eV): 0.8
SMILES: C=C=CC(C)=O
E_tot (a.u.): -269.29506
Energy relative to the best compared isomer or geometry (same formula, charge and spin) (kJ/mol): 134.4
Orbital gap (eV): 10.4


No. 8
ORCA calculation (wB97M-V/def2-TZVPD) on a 2-piece molecular cluster, C5H6O overall at a distorted geometry.

ORCA input file:
```
! RIJCOSX wB97M-V def2-TZVPD def2/J DEFGRID3
* xyz 0 1
O 2.0214 -1.5782 -0.9615
C 1.2955 -1.7696 -0.0190
C 0.0866 -0.9563 0.3384
C -0.0970 0.2043 -0.5750
C -0.8366 1.2427 -0.1995
C -1.3257 2.3470 0.1797
H 1.4877 -2.6203 0.6699
H 0.1585 -0.6485 1.3885
H -0.7784 -1.6350 0.2877
H 0.3434 2.6412 0.1470
H -0.0625 0.0128 -1.6417
H -2.2928 2.7598 0.3855
*
```

Summary:
Highest occupied orbital energy (spin up / spin down) (eV): -8.48 / -8.48
LUMO (spin up / spin down) (eV): -0.3 / -0.3
E_tot (a.u.): -269.14774
Energy relative to the best compared isomer or geometry (same formula, charge and spin) (kJ/mol): 521.2
Orbital gap (spin up / spin down) (eV): 8.2 / 8.2


What did the fourth record say?
ORCA calculation (wB97M-V/def2-TZVPD) on one molecule with the formula C5H6O at a distorted geometry.

ORCA input file:
```
! RIJCOSX wB97M-V def2-TZVPD def2/J DEFGRID3
* xyz 0 1
C -1.4822 0.6124 -0.4495
C -0.9672 -0.5767 -0.6978
C 0.5344 -0.6512 -0.6996
C 0.8652 -0.2198 0.7278
O 0.0350 0.8082 1.2174
C -0.8553 1.4391 0.3659
H -1.5673 -1.4655 -0.7532
H 0.9150 -1.6547 -0.8823
H 0.9705 0.0275 -1.4345
H 1.8711 0.1581 0.8351
H 0.7546 -1.0344 1.4324
H -0.9685 2.4913 0.5619
*
```

Summary:
Highest occupied orbital energy (spin up / spin down) (eV): -8.66 / -8.65
LUMO (spin up / spin down) (eV): 0.2 / 0.2
SMILES: C1=CCCOC=1
E_tot (a.u.): -269.22814
Energy relative to the best compared isomer or geometry (same formula, charge and spin) (kJ/mol): 310.1
Orbital gap (spin up / spin down) (eV): 8.8 / 8.8